w.
This record from the OMol25 dataset describes 2 unconnected molecules or ions with the total composition C2H9NO2. The level of theory is wB97M-V/def2-TZVPD.

```
! wB97M-V def2-TZVPD RIJCOSX def2/J DEFGRID3
* xyz 0 1
H -1.018 1.356 1.013
H 2.461 -1.077 -1.822
H 3.051 0.187 -2.495
O 2.769 -0.179 -1.653
H 1.279 -0.160 0.372
C -0.519 0.405 1.195
H -2.611 0.348 -0.802
C -1.200 -0.576 0.233
H -0.636 -0.606 -0.705
N 0.930 0.631 0.905
H -1.217 -1.602 0.623
O -2.556 -0.233 -0.033
H -0.593 0.104 2.236
H 1.062 1.396 0.248
*
```

E_LUMO (eV): 0.6
SMILES string: NCCO.O
HOMO level (eV): -9.11

=====

x.
This record from the OMol25 dataset describes 3 unconnected molecules or ions with the total composition C2H9NO2. The level of theory is wB97M-V/def2-TZVPD.

```
! wB97M-V def2-TZVPD RIJCOSX def2/J DEFGRID3
* xyz 0 1
C 1.728 1.327 -0.072
H 0.397 -0.646 -1.259
C 0.166 -0.943 -0.246
O -2.712 -0.960 0.365
H 2.214 1.999 0.654
H 2.397 0.438 -0.140
H 1.775 1.820 -1.061
H 1.033 -1.061 0.392
H -1.713 0.635 -0.325
H -2.399 -1.825 0.053
O 0.452 0.993 0.323
N -1.566 -0.139 0.315
H -1.353 0.231 1.236
H -0.420 -1.871 -0.235
*
```

E_LUMO (eV): 0.6
HOMO level (eV): -8.13

=====

Relative energy of each structure, in kJ/mol: w 0.0; x 498.2.

=====

w.
This record from the OMol25 dataset describes 2 unconnected molecules or ions with the total composition H4S2. The level of theory is wB97M-V/def2-TZVPD.

```
! wB97M-V def2-TZVPD RIJCOSX def2/J DEFGRID3
* xyz 0 1
H 4.418 5.445 8.662
H 3.109 7.227 4.748
S 5.108 6.226 7.810
S 1.979 6.512 4.902
H 2.559 5.691 5.797
H 4.199 7.215 7.900
*
```

E_LUMO (eV): 0.8
SMILES string: S.S
HOMO level (eV): -9.73

=====

x.
This record from the OMol25 dataset describes 2 unconnected molecules or ions with the total composition H4S2. The level of theory is wB97M-V/def2-TZVPD.

```
! wB97M-V def2-TZVPD RIJCOSX def2/J DEFGRID3
* xyz 0 1
H 0.685 1.659 -3.232
H 0.775 -1.848 3.419
H -0.417 2.383 -4.713
H -0.446 -2.029 4.919
S -0.170 1.200 -4.139
S -0.428 -1.366 3.746
*
```

E_LUMO (eV): 0.9
SMILES string: S.S
HOMO level (eV): -9.80

=====

Relative energy of each structure, in kJ/mol: w 0.0; x 6.2.

=====

w.
This record from the OMol25 dataset describes 10 unconnected molecules or ions with the total composition C20H60O16. The level of theory is wB97M-V/def2-TZVPD.

```
! wB97M-V def2-TZVPD RIJCOSX def2/J DEFGRID3
* xyz 0 1
O -19.213 -28.965 -3.320
C -12.467 -29.355 -3.081
C -17.163 -32.621 -10.841
O -14.240 -32.404 -4.657
H -16.034 -27.980 -6.219
H -18.035 -32.265 -10.270
H -15.126 -34.417 -9.923
C -15.102 -28.550 -6.218
H -14.426 -28.010 -6.888
C -14.888 -25.198 -8.139
H -11.419 -29.002 -10.392
H -13.055 -27.174 -5.470
H -15.932 -28.960 -2.463
C -16.879 -28.445 -2.671
H -12.323 -34.338 -4.109
C -10.777 -25.610 -4.743
O -19.865 -28.485 -10.275
H -10.350 -30.524 -8.747
H -13.076 -29.875 -0.518
C -15.522 -24.554 -6.909
H -12.463 -29.541 -4.988
H -19.706 -29.507 -2.700
H -15.180 -26.247 -8.286
H -10.905 -27.800 -5.296
H -15.822 -30.000 -7.593
H -12.340 -28.323 -9.115
H -19.597 -27.154 -7.855
H -15.093 -32.334 -10.319
O -15.032 -23.187 -6.885
O -15.761 -34.000 -9.339
C -11.888 -29.270 -9.441
O -11.234 -29.622 -7.113
H -12.978 -31.300 -2.276
H -20.033 -29.285 -10.784
O -13.829 -29.850 -1.115
H -14.357 -30.332 -2.987
C -11.089 -26.805 -5.694
H -18.126 -28.359 -11.353
H -9.965 -28.785 -8.490
H -20.419 -26.710 -4.201
H -13.945 -32.013 -3.829
H -17.564 -33.555 -11.230
C -20.788 -26.696 -6.124
O -14.074 -30.709 -6.892
H -18.024 -30.117 -9.380
H -20.723 -25.602 -6.198
O -18.381 -27.029 -6.253
H -17.165 -28.199 -1.640
H -16.190 -31.958 -9.044
C -18.448 -28.266 -10.313
C -15.286 -29.988 -6.642
H -19.804 -28.504 -6.832
O -12.727 -30.373 -9.607
H -13.155 -25.706 -7.362
C -16.004 -32.698 -9.824
H -17.787 -30.380 -2.831
H -13.048 -28.465 -3.350
O -21.081 -27.065 -4.800
H -13.160 -35.612 -4.819
H -11.957 -30.265 -7.149
C -14.381 -33.831 -4.513
H -15.800 -30.545 -5.857
H -13.268 -30.493 -8.815
H -16.598 -24.419 -6.990
H -14.654 -34.039 -3.479
H -21.681 -26.826 -6.747
O -11.910 -29.900 -4.280
H -18.300 -27.197 -10.131
H -17.514 -29.522 -4.334
H -14.054 -31.391 -6.204
H -17.668 -28.852 -8.262
H -14.082 -23.317 -7.044
O -14.550 -28.508 -4.880
H -15.116 -27.921 -4.349
C -17.868 -29.398 -3.302
H -11.665 -28.974 -2.445
C -17.663 -29.079 -9.325
H -16.635 -29.250 -9.660
H -15.134 -34.119 -5.247
O -13.482 -25.113 -8.074
H -15.254 -24.641 -9.003
H -11.068 -24.710 -5.268
H -16.593 -26.521 -2.900
C -13.437 -30.311 -2.403
H -15.244 -25.106 -6.005
H -9.719 -25.708 -4.471
O -16.626 -27.292 -3.474
H -10.469 -26.607 -6.567
C -19.646 -27.424 -6.800
C -13.091 -34.517 -4.870
O -12.474 -26.675 -6.057
H -17.020 -31.832 -11.579
H -12.647 -34.336 -5.847
H -11.246 -25.779 -3.772
H -18.374 -27.205 -5.303
C -10.743 -29.543 -8.454
*
```

E_LUMO (eV): 0.2
SMILES string: OCCO.OCCO.OCCO.OCCO.OCCO.OCCO.CCO.CCO.CCO.CCO
HOMO level (eV): -9.50

=====

x.
This record from the OMol25 dataset describes 10 unconnected molecules or ions with the total composition C20H60O16. The level of theory is wB97M-V/def2-TZVPD.

```
! wB97M-V def2-TZVPD RIJCOSX def2/J DEFGRID3
* xyz 0 1
O -12.906 31.302 26.344
H -10.110 28.454 30.819
O -5.900 31.249 25.147
H -9.730 30.215 28.049
H -10.715 26.085 29.882
C -12.457 32.613 26.734
H -14.537 24.301 24.081
O -9.358 28.769 25.073
H -11.377 32.701 26.893
H -12.715 29.087 30.527
C -7.262 31.299 25.653
C -15.208 25.626 28.309
C -9.053 28.230 30.988
O -13.877 26.144 28.423
C -13.806 29.095 30.367
C -10.721 28.740 26.988
H -15.202 24.548 28.485
H -13.530 30.182 28.891
H -9.026 29.572 25.498
H -10.876 27.508 25.236
H -12.260 24.224 23.148
H -8.063 27.408 26.836
C -6.159 27.784 27.064
C -8.174 29.429 30.622
C -9.849 27.718 22.087
H -11.494 24.553 31.818
H -15.550 25.776 27.283
H -4.722 27.379 25.599
C -10.721 28.561 25.480
O -7.636 33.575 24.966
H -11.414 24.859 28.848
C -16.116 26.281 29.342
H -11.398 29.209 24.924
H -14.995 25.950 21.842
H -12.454 30.675 26.919
C -5.807 27.550 25.610
H -8.780 29.492 22.281
H -11.724 28.599 27.431
C -12.970 25.016 22.883
H -14.010 32.073 31.384
H -7.851 30.879 24.833
O -8.356 29.759 29.267
C -10.983 25.025 29.841
H -7.277 30.588 26.483
O -9.772 24.320 30.080
O -13.985 31.419 30.683
H -9.199 29.117 20.551
O -13.068 25.574 31.012
O -12.810 25.495 21.541
H -14.675 23.895 22.314
H -5.825 30.579 24.467
O -7.550 28.140 27.200
H -12.447 23.706 30.449
H -15.701 26.230 30.348
H -12.771 33.669 24.856
H -5.595 28.610 27.495
H -13.878 27.010 27.996
H -10.216 27.961 27.570
O -10.342 30.057 27.316
C -12.029 24.627 30.875
H -8.846 27.486 30.213
H -17.073 25.752 29.416
H -12.642 25.857 23.511
H -6.169 26.604 25.209
H -14.088 28.074 30.634
H -9.720 23.494 29.595
H -7.113 29.191 30.771
O -7.514 28.235 21.427
H -9.336 26.671 20.543
H -7.293 33.092 24.210
H -13.441 25.851 30.151
H -9.536 27.471 23.097
O -10.011 26.559 21.218
C -14.418 24.651 23.059
C -8.847 28.728 21.507
H -12.037 26.068 21.494
C -7.647 32.672 26.080
H -16.359 27.318 29.105
C -13.140 33.632 25.884
H -6.026 28.432 25.020
H -14.299 30.037 32.218
H -8.106 29.052 28.637
H -12.773 32.722 27.786
H -7.358 27.771 20.599
H -8.630 32.675 26.560
O -13.982 29.323 28.952
H -5.958 26.890 27.660
C -14.513 30.188 31.158
H -10.851 28.155 22.005
H -12.875 34.592 26.341
H -8.926 27.866 32.005
H -8.370 30.279 31.276
H -15.578 30.096 30.947
H -6.997 33.102 26.849
H -14.218 33.534 25.787
O -15.282 25.752 22.745
*
```

E_LUMO (eV): 0.2
SMILES string: OCCO.OCCO.OCCO.OCCO.OCCO.OCCO.CCO.CCO.CCO.CCO
HOMO level (eV): -9.66

=====

Relative energy of each structure, in kJ/mol: w 0.0; x 50.2.